# C27H44F11NO3

A cluster of 2 separate species, C27H44F11NO3 in total at a distorted geometry (ωB97M-V/def2-TZVPD, the OMol25 dataset).

Each line ends with the Löwdin charge.
Element x y z (Å)
1 C -4.3309 -0.4736 0.0171  -0.1072
2 C -3.1994 0.5412 0.2267  -0.2437
3 C -1.8109 -0.0903 -0.0659  -0.2182
4 C -1.3351 0.2953 -1.4611  -0.1918
5 C 0.0044 -0.3155 -1.9546  -0.1816
6 C 0.9610 -0.9369 -0.9118  -0.1864
7 C 1.0165 -2.4794 -0.9529  -0.2015
8 C 0.2681 -3.1636 0.1964  -0.1976
9 C 0.8948 -2.8494 1.5718  -0.1857
10 C -0.0198 -2.1386 2.5964  -0.1560
11 C 0.8101 -1.0790 3.3256  -0.1953
12 N 0.2068 -0.6416 4.5946  -0.0247
13 C 0.9969 0.4670 5.2069  -0.1593
14 C 2.4561 0.1087 5.4560  -0.1760
15 C 3.4646 0.5649 4.3858  -0.2026
16 C 3.5842 2.0947 4.2557  -0.2077
17 C 3.6481 2.6310 2.8220  -0.2446
18 C 2.5960 2.0410 1.8700  -0.1113
19 C -1.0825 -0.0842 4.3327  -0.5299
20 O -2.0601 -0.3766 4.9542  0.1742
21 O -1.1233 0.8328 3.3166  -0.0357
22 C -1.6736 2.0932 3.7096  -0.1502
23 C -1.2482 3.1270 2.6636  -0.0789
24 C -1.4505 4.5079 3.1757  -0.2147
25 F -0.3646 5.1699 3.6273  0.0790
26 C -2.6439 5.1005 3.2446  -0.3098
27 F -3.0140 5.9973 4.1331  0.1583
28 F -3.6286 4.8014 2.4168  0.1458
29 H -4.5225 -0.6235 -1.0454  0.0704
30 H -4.0796 -1.4394 0.4565  0.0691
31 H -5.2568 -0.1347 0.4817  0.0672
32 H -3.3553 1.3304 -0.5106  0.0991
33 H -3.2452 0.9204 1.2440  0.0853
34 H -1.9281 -1.1658 0.0380  0.0861
35 H -1.1119 0.3151 0.6662  0.0884
36 H -2.1118 -0.0363 -2.1582  0.1082
37 H -1.3144 1.3824 -1.5520  0.1057
38 H 0.5422 0.4755 -2.4775  0.0979
39 H -0.2241 -1.0671 -2.7078  0.0846
40 H 0.7988 -0.5764 0.1029  0.0839
41 H 1.9640 -0.6062 -1.1912  0.1019
42 H 2.0569 -2.8122 -0.9148  0.1070
43 H 0.6226 -2.8445 -1.9028  0.1032
44 H -0.7835 -2.8805 0.1424  0.0897
45 H 0.2973 -4.2445 0.0426  0.1037
46 H 1.3367 -3.7430 2.0095  0.1114
47 H 1.7297 -2.1671 1.3809  0.0956
48 H -0.3483 -2.8819 3.3245  0.1226
49 H -0.8755 -1.6987 2.0891  0.0928
50 H 1.7915 -1.5132 3.5016  0.1148
51 H 0.9456 -0.2427 2.6292  0.1037
52 H 0.5302 0.6353 6.1802  0.1302
53 H 0.8966 1.4011 4.6434  0.1067
54 H 2.5530 -0.9715 5.5728  0.1148
55 H 2.7847 0.5670 6.3898  0.1137
56 H 3.2790 0.0829 3.4277  0.0844
57 H 4.4321 0.1806 4.7182  0.1083
58 H 2.7835 2.6010 4.7984  0.1040
59 H 4.5127 2.3875 4.7506  0.1054
60 H 4.6322 2.4896 2.3751  0.1046
61 H 3.4681 3.7069 2.8758  0.0999
62 H 1.6515 1.8294 2.3657  0.0382
63 H 2.4190 2.7417 1.0523  0.0738
64 H 2.9805 1.1380 1.3944  0.0685
65 H -2.7632 2.0416 3.7102  0.1347
66 H -1.3057 2.4041 4.6875  0.1378
67 H -0.1940 2.9888 2.4212  0.1099
68 H -1.8012 2.9598 1.7403  0.1226
69 F 1.2770 -2.4420 -6.3838  0.1013
70 C 1.3652 -1.1502 -6.0163  -0.3045
71 F 1.5536 -1.1126 -4.6776  0.0919
72 C 0.0806 -0.3814 -6.3422  -0.4399
73 F -0.9465 -0.8890 -5.6295  0.1333
74 F 0.3012 0.8875 -5.8899  0.0999
75 C -0.3308 -0.2366 -7.8184  -0.0385
76 O -1.3375 -1.1044 -8.3088  0.0486
77 C -1.0563 -2.3262 -8.8594  -0.5488
78 F 0.2635 -2.5359 -8.9946  0.1550
79 F -1.5874 -2.3392 -10.1026  0.1441
80 C -1.7343 -3.4567 -8.0779  -0.2879
81 F -1.2857 -3.4858 -6.8089  0.1032
82 F -1.4321 -4.6357 -8.6644  0.1012
83 H 2.2303 -0.6945 -6.5056  0.1732
84 H -0.7904 0.7488 -7.8740  0.1485
85 H 0.5367 -0.2052 -8.4777  0.1472
86 H -2.8167 -3.3160 -8.0744  0.1756

Net charge: 0
Gap between HOMO and LUMO (hartree): 0.368
E_tot (eV): -66235.84589